Here is a structure of composition C33H45Cl4CoN2O2PSbSi3 from the OMol25 dataset. Energies are from ωB97M-V/def2-TZVPD.

- HOMO energy (spin up / spin down): -0.2681 / -0.2681 Ha
- LUMO energy (spin up / spin down): -0.0262 / -0.0261 hartree
- Energy above the lowest of the compared OMol25 structures with the same formula, charge and spin: 0.0 kcal/mol
- Molecular weight: 939.47 g/mol
- Gap between HOMO and LUMO (spin up / spin down): 0.242 / 0.242 Eh
- Total energy: -6218.14445 a.u.

Last column: Mulliken charge in e.
Cartesian coordinates (Å):
Co  0.21  1.79  1.02  1.30
Cl  4.87  4.05  3.55  -0.20
C  3.53  3.00  3.29  0.54
C  2.64  2.72  4.35  0.53
Cl  2.90  3.44  5.89  -0.20
C  1.56  1.88  4.15  0.03
Cl  0.45  1.54  5.42  -0.22
C  1.32  1.24  2.91  -0.16
O  0.34  0.42  2.70  -0.87
C  2.23  1.56  1.82  -0.66
O  1.93  1.11  0.62  -0.02
C  3.30  2.45  2.05  0.34
Cl  4.32  2.81  0.71  -0.19
C  -5.02  1.53  -1.83  -0.72
C  -4.46  2.78  -2.03  -0.63
C  -3.10  2.97  -1.82  -0.86
C  -2.30  1.90  -1.40  0.15
C  -2.88  0.65  -1.19  0.18
C  -4.23  0.46  -1.42  -0.61
P  -0.53  2.08  -1.11  0.59
C  0.30  1.75  -2.68  0.52
C  1.67  1.98  -2.75  -0.59
C  2.35  1.73  -3.94  -0.65
C  1.66  1.25  -5.04  -0.57
C  0.30  1.01  -4.97  -0.52
C  -0.39  1.25  -3.79  -0.62
C  -0.15  3.80  -0.68  0.33
C  -0.20  5.04  -1.30  -0.66
C  0.24  6.14  -0.59  -0.93
C  0.73  5.99  0.71  -0.74
C  0.82  4.74  1.32  0.03
C  0.38  3.63  0.60  -0.26
H  -6.08  1.38  -2.00  0.38
H  -5.07  3.61  -2.34  0.42
H  -2.66  3.95  -1.97  0.28
H  -2.27  -0.17  -0.83  0.46
H  -4.67  -0.51  -1.25  0.50
H  2.21  2.34  -1.88  0.35
H  3.41  1.91  -3.99  0.45
H  2.19  1.05  -5.97  0.40
H  -0.24  0.63  -5.83  0.41
H  -1.45  1.06  -3.73  0.42
H  -0.55  5.15  -2.32  0.55
H  0.21  7.12  -1.03  0.42
H  1.07  6.87  1.25  0.44
H  1.24  4.64  2.31  0.49
C  2.70  -1.94  2.73  -0.45
Si  2.34  -2.68  1.04  0.67
C  2.50  -4.55  1.17  -1.01
C  3.58  -2.02  -0.21  -0.99
Sb  0.03  -1.86  0.30  -0.75
Si  -1.55  -3.19  1.79  0.52
C  -1.32  -2.59  3.56  -0.99
C  -3.30  -2.78  1.24  -0.99
C  -1.35  -5.07  1.77  -1.09
Si  -0.16  -3.11  -1.92  0.78
C  -1.94  -3.04  -2.55  -0.89
C  0.43  -4.90  -1.98  -1.13
C  0.93  -2.13  -3.11  -0.45
H  3.59  -2.42  3.16  0.54
H  1.87  -2.08  3.43  0.06
H  2.90  -0.87  2.66  -0.16
H  3.51  -4.79  1.49  0.38
H  2.31  -5.05  0.22  0.22
H  1.80  -4.96  1.91  0.21
H  4.58  -2.00  0.22  0.43
H  3.32  -1.00  -0.51  0.12
H  3.61  -2.65  -1.10  0.32
H  -1.55  -1.53  3.68  0.13
H  -0.29  -2.73  3.91  0.25
H  -1.98  -3.16  4.23  0.48
H  -3.42  -1.71  1.06  0.05
H  -4.02  -3.07  2.01  0.50
H  -3.56  -3.31  0.33  0.32
H  -0.53  -5.39  2.42  0.31
H  -1.15  -5.45  0.77  0.15
H  -2.26  -5.54  2.14  0.40
H  -2.67  -3.19  -1.75  0.10
H  -2.10  -3.81  -3.30  0.46
H  -2.15  -2.07  -3.01  0.22
H  0.02  -5.50  -1.16  0.24
H  1.52  -4.96  -1.92  0.29
H  0.12  -5.36  -2.92  0.40
H  0.61  -1.09  -3.16  -0.32
H  0.89  -2.54  -4.12  0.51
H  1.97  -2.14  -2.78  0.18
N  -2.30  1.03  2.13  -0.44
N  -1.57  2.23  1.84  -0.41
H  -3.02  1.24  2.82  0.28
H  -1.62  0.42  2.57  0.00
H  -1.37  2.77  2.68  0.42
H  -2.14  2.81  1.23  0.47

***

Here is a structure of composition C33H45F3O9P2SSn at a distorted geometry from the OMol25 dataset. Energies are from ωB97M-V/def2-TZVPD.

- Net charge: -2
- HOMO energy: 0.0284 Ha
- LUMO energy: 0.1426 hartree
- Energy above the lowest of the compared OMol25 structures with the same formula, charge and spin: 44.2 kcal/mol
- Molecular weight: 855.43 g/mol
- Gap between HOMO and LUMO: 0.114 Eh
- Total energy: -3556.53407 a.u.

Last column: Mulliken charge in e.
Cartesian coordinates (Å):
Sn  -0.08  0.22  -0.56  2.91
C  2.30  -4.40  -0.34  0.01
C  0.86  -4.49  -0.15  0.48
C  0.51  -3.90  1.13  0.17
C  1.72  -3.51  1.76  0.75
C  2.82  -3.78  0.89  0.91
C  4.24  -3.47  1.17  -1.58
C  1.81  -2.86  3.13  -1.28
C  -0.90  -3.82  1.57  -1.11
C  -0.05  -5.29  -1.07  -1.44
C  3.15  -4.89  -1.49  -1.27
H  4.49  -3.64  2.23  0.35
H  4.48  -2.42  1.01  0.17
H  4.88  -4.22  0.65  0.36
H  2.47  -1.99  3.05  0.15
H  2.37  -3.55  3.83  0.29
H  0.88  -2.50  3.62  0.25
H  -1.59  -4.03  0.78  0.37
H  -1.08  -2.74  1.81  -0.23
H  -1.11  -4.33  2.52  0.35
H  -0.48  -6.15  -0.55  0.24
H  0.53  -5.63  -1.94  0.30
H  -0.90  -4.70  -1.43  0.15
H  2.54  -5.52  -2.13  0.44
H  3.94  -5.52  -1.16  0.39
H  3.56  -3.99  -2.02  -0.01
O  -2.25  -2.90  -2.13  -0.71
C  -2.04  -1.73  -1.77  0.37
O  -1.32  -1.52  -0.72  -0.30
C  -2.55  -0.50  -2.63  -1.16
P  -1.11  0.59  -2.93  0.72
C  -1.52  2.40  -2.72  0.49
C  -0.70  3.25  -1.96  -0.24
C  -0.87  4.61  -1.97  -0.53
C  -1.87  5.23  -2.77  -0.55
C  -2.73  4.40  -3.51  -0.75
C  -2.57  3.00  -3.47  -0.37
C  -0.50  0.50  -4.67  0.52
C  -0.88  -0.44  -5.57  -0.38
C  -0.54  -0.44  -6.92  -0.55
C  0.12  0.65  -7.49  -0.53
C  0.63  1.57  -6.54  -0.64
C  0.25  1.53  -5.22  -0.65
H  -3.26  0.13  -2.05  0.29
H  -2.96  -0.75  -3.60  0.64
H  0.12  2.81  -1.42  0.29
H  -0.09  5.29  -1.45  0.25
H  -2.06  6.30  -2.67  0.34
H  -3.47  4.81  -4.12  0.45
H  -3.26  2.35  -4.06  0.27
H  -1.55  -1.23  -5.25  0.23
H  -0.76  -1.34  -7.50  0.34
H  0.18  0.85  -8.55  0.39
H  1.13  2.43  -6.94  0.39
H  0.56  2.34  -4.58  0.33
F  4.35  0.81  -0.76  -0.21
C  3.52  0.85  -1.78  0.64
F  4.22  1.21  -2.89  -0.27
F  2.69  1.87  -1.53  -0.17
S  2.60  -0.82  -1.94  0.45
O  3.68  -1.73  -2.27  -0.64
O  1.58  -0.64  -2.96  -0.71
O  1.92  -0.86  -0.59  -0.91
C  -2.58  3.86  3.14  -1.90
C  -2.81  2.45  2.57  1.81
C  -4.15  1.79  3.15  -1.58
C  -2.87  2.49  1.06  -1.18
O  -1.77  1.59  3.06  -0.13
P  -0.36  1.25  2.46  0.03
O  -0.54  0.06  1.47  -0.39
O  0.29  2.52  1.93  -0.78
O  0.32  0.50  3.64  -0.27
C  0.90  1.00  4.96  1.89
C  2.26  0.43  5.02  -1.78
C  -0.05  0.50  6.01  -1.67
C  0.93  2.52  4.86  -1.52
H  -3.32  4.59  2.86  0.45
H  -1.60  4.21  2.87  0.34
H  -2.60  3.74  4.21  0.42
H  -5.00  2.50  3.18  0.35
H  -3.83  1.41  4.16  0.32
H  -4.36  0.86  2.63  0.37
H  -3.73  3.04  0.67  0.54
H  -2.99  1.43  0.75  0.12
H  -1.92  2.94  0.66  0.10
H  2.36  -0.64  4.99  0.37
H  2.85  0.71  5.90  0.35
H  2.75  0.76  4.12  0.43
H  0.39  -0.41  6.43  0.46
H  -0.99  0.17  5.49  0.27
H  -0.31  1.23  6.81  0.31
H  1.30  2.89  3.90  0.35
H  1.49  3.01  5.72  0.38
H  -0.14  2.84  4.91  0.29

***

Which of these has the highest molecular weight?
C33H45Cl4CoN2O2PSbSi3